99
Properties=species:S:1:pos:R:3:forces:R:3 method="wB97M-V/def2-TZVPD" charge=+1 homo_energy_ev=-10.49 gap_ev=7.29 de_lowest_kcal_mol=77.1
C 1.06544 -2.38176 2.79838 1.057 0.217 -1.933
C 2.13254 -2.26307 1.91989 -1.332 -0.022 0.471
C 1.87264 -2.14539 0.38940 0.399 1.251 2.038
N 1.35575 -3.20348 -0.34644 1.376 3.906 -1.259
B 0.93397 -4.56797 0.18871 -0.719 -2.384 1.052
N -0.34392 -4.75156 0.91191 1.557 1.561 -1.086
O 1.71991 -5.72796 -0.02218 -1.344 1.988 -0.954
C 1.29199 -2.70855 -1.69777 1.106 2.166 0.327
C 0.75235 -3.51539 -2.96015 0.017 1.043 1.168
C -0.51006 -2.70782 -3.49190 0.370 0.318 -0.258
C -1.68454 -2.60090 -2.43230 -0.186 -0.201 0.131
S -2.79255 -1.16677 -2.90175 -0.396 -0.075 0.246
C -3.76221 -0.70147 -1.38835 0.286 -0.081 1.120
S -3.00200 -0.09451 -0.03395 -0.580 -0.933 -1.612
N -5.20294 -0.90753 -1.48308 1.286 0.584 0.506
C -5.74304 -1.71193 -0.34904 -1.046 -0.632 0.431
C -6.71751 -0.88276 0.60012 0.367 -0.750 0.202
O -6.18020 0.41931 0.86492 -0.138 -0.536 -0.947
C -6.12968 1.21909 -0.33410 -0.550 0.584 -0.121
C -5.94648 0.36465 -1.66612 -0.542 0.806 0.120
C 1.78317 -1.30161 -1.65579 -1.355 -3.001 -0.041
N 1.85316 -0.41726 -2.81466 1.886 -1.749 -0.158
C 2.75672 -0.92725 -3.55434 -0.202 -0.105 1.071
O 3.62031 -1.44466 -4.13522 -1.341 1.056 0.259
N 2.15093 -0.96114 -0.31857 -1.531 -4.382 -1.341
C 2.66660 0.29540 0.28662 0.590 0.092 0.823
C 3.61987 1.15174 -0.64908 0.324 0.694 0.515
O 4.92993 1.26419 -0.02670 -1.197 0.584 -0.290
C 5.32223 2.64285 0.11702 1.103 0.939 0.183
C 5.77455 3.34632 -1.22918 0.787 -0.256 0.301
H 0.09115 -1.91054 2.45596 0.890 -1.473 0.570
H 1.18257 -2.96482 3.74944 -0.128 1.511 -0.592
H 3.17922 -2.21442 2.33273 -1.009 -0.838 -0.891
H -0.97530 -3.95896 0.75976 0.149 -0.366 0.551
H -0.18940 -4.91450 1.91151 -0.443 -0.398 -0.500
H 1.10509 -6.36990 -0.44542 0.662 0.091 0.897
H 0.44932 -4.57270 -2.69311 0.507 1.195 -0.059
H 1.60319 -3.57215 -3.71041 -1.213 0.064 0.739
H -0.16299 -1.64984 -3.71409 -0.464 -1.285 0.061
H -0.83231 -3.20302 -4.46370 0.116 0.768 1.267
H -2.33242 -3.52457 -2.47837 0.833 0.917 0.341
H -1.32985 -2.36874 -1.38006 -0.224 -0.457 -1.223
H -4.90379 -2.17710 0.25179 -0.968 0.711 -0.729
H -6.36566 -2.55695 -0.79131 0.799 0.868 0.502
H -7.77322 -0.85154 0.17333 1.231 0.163 0.373
H -6.77279 -1.44102 1.59171 0.022 0.852 -1.228
H -7.11737 1.79151 -0.39858 1.139 -0.670 -0.169
H -5.32515 2.00490 -0.20716 -0.733 -1.132 -0.024
H -6.98019 0.12127 -2.05913 1.290 0.137 0.267
H -5.41153 1.01829 -2.41451 -0.646 -0.820 0.633
H 1.77870 0.85681 0.69976 0.960 -0.429 -0.739
H 3.29157 -0.01249 1.18694 -0.763 0.325 -1.200
H 3.17980 2.20259 -0.68340 0.394 -1.434 -0.438
H 3.79767 0.71883 -1.67134 -0.640 0.467 1.058
H 4.51919 3.24014 0.64697 0.664 -0.681 -0.613
H 6.23672 2.64049 0.79690 -1.281 -0.119 -0.772
H 6.78211 2.91096 -1.52358 -1.257 0.416 0.242
H 5.97333 4.45205 -1.03795 -0.538 -1.376 -0.279
H 5.07652 3.19615 -2.10090 0.528 0.314 1.030
C 4.74155 10.38678 -1.77588 -0.110 0.063 -0.049
C 3.90980 9.14872 -1.46548 0.081 0.000 0.094
C 4.72954 7.85746 -1.44006 -0.130 -0.079 0.036
C 5.39929 7.48070 -2.76326 0.068 0.121 -0.022
C 4.45463 7.32267 -3.95512 0.108 -0.096 0.017
C 3.43544 6.20507 -3.77584 -0.118 0.072 -0.093
H 5.18460 10.33572 -2.77284 0.018 0.025 0.054
H 4.11560 11.28111 -1.73800 0.094 -0.008 -0.015
H 5.54618 10.50807 -1.04603 -0.001 -0.005 -0.066
H 3.08973 9.06796 -2.18568 0.025 -0.044 0.021
H 3.44294 9.28168 -0.48419 -0.021 -0.049 -0.064
H 4.07905 7.03832 -1.11327 0.030 -0.003 -0.020
H 5.50564 7.94727 -0.67165 -0.023 0.016 -0.027
H 5.94509 6.54127 -2.61645 -0.007 0.019 -0.046
H 6.15607 8.23080 -3.01322 -0.018 -0.038 0.031
H 5.05508 7.10489 -4.84410 -0.024 0.074 0.036
H 3.93519 8.26355 -4.15989 0.043 -0.017 0.032
H 3.93469 5.24658 -3.60699 -0.021 0.022 0.031
H 2.81834 6.11072 -4.67241 -0.007 -0.063 0.076
H 2.76747 6.39968 -2.93360 0.022 -0.043 -0.017
C -3.03482 -5.98292 6.71022 -0.056 0.082 0.094
C -4.33626 -5.84476 5.93021 0.048 -0.103 -0.021
C -4.20664 -6.23947 4.45795 -0.172 0.015 0.020
C -3.23792 -5.38830 3.63519 0.121 0.001 0.009
C -3.53676 -3.88817 3.61525 -0.004 -0.094 -0.080
C -4.88273 -3.54651 2.98871 0.002 0.168 0.059
H -2.26049 -5.31502 6.32514 0.010 -0.044 0.027
H -3.19583 -5.73084 7.76064 0.085 -0.031 -0.046
H -2.66044 -7.00887 6.66400 0.025 0.057 -0.014
H -4.71102 -4.82049 6.02096 -0.016 -0.033 -0.035
H -5.08930 -6.48803 6.39564 -0.002 0.073 -0.061
H -5.20059 -6.20732 3.99994 0.064 -0.002 -0.025
H -3.88493 -7.28493 4.39983 -0.007 0.046 0.004
H -3.24028 -5.76367 2.60510 0.001 0.027 0.016
H -2.21793 -5.53797 4.00684 -0.021 -0.028 0.021
H -2.74907 -3.38677 3.03983 0.020 0.030 0.049
H -3.48724 -3.47412 4.62678 0.023 -0.039 -0.030
H -4.94049 -3.91897 1.96187 -0.043 -0.049 0.049
H -5.02251 -2.46270 2.96286 -0.039 -0.048 -0.023
H -5.71180 -3.97274 3.55692 0.025 0.000 -0.058